No. 1
The following is a quantum chemistry calculation of 2 unconnected molecules or ions with the total composition C6H14, from the Open Molecules 2025 dataset.

Computed properties:
**HOMO (alpha / beta)**: 1.42 / -6.19 eV
**⟨S²⟩**: 0.750
**Net charge**: -1
**Spin multiplicity**: 2
**Lowest unoccupied orbital energy (alpha / beta)**: 4.14 / 4.12 eV

```
20
Properties=species:S:1:pos:R:3:forces:R:3:mulliken_spin:R:1
H -2.4270 -1.3608 -3.1195 0.104 0.212 -0.260 -0.143
H 1.9491 3.3674 0.4210 -0.195 -0.659 -0.131 -0.057
H 2.4938 1.3290 2.6459 0.233 0.251 0.024 -0.058
H 2.9417 0.5943 -0.2028 0.227 -0.084 0.176 -0.428
C 2.2783 0.5099 0.6597 0.050 0.574 -0.460 0.978
H -2.1334 -3.1629 0.2665 0.379 -0.250 -0.043 -0.389
H -2.1063 0.2131 -2.3379 0.073 0.053 -0.042 -0.145
C -1.9725 -0.8635 -2.2605 -0.102 -0.633 0.585 0.730
H -3.0842 -0.7045 -0.3628 -0.208 0.107 -0.359 -0.185
C 2.0723 2.9320 1.4166 0.488 1.389 -1.367 0.263
C -2.6091 -1.4669 -0.9856 0.042 0.128 0.400 -0.134
H -3.3878 -2.1593 -1.3071 -0.141 0.056 0.097 0.063
H 2.4654 -0.4098 1.2095 -0.016 -0.239 -0.250 -0.412
H 2.0773 3.7926 2.0780 0.048 -0.650 0.870 0.069
H -0.6668 -2.3329 -0.4618 -0.104 -0.534 -0.077 -0.038
C 2.3853 1.6636 1.6157 -0.761 -0.381 0.871 -0.195
H -0.9116 -1.1089 -2.2595 0.054 0.272 -0.210 -0.114
H -1.4583 -1.6640 0.8846 -0.149 0.139 0.006 -0.034
C -1.6615 -2.2252 -0.0298 0.021 0.436 -0.121 0.908
H 1.2787 0.4757 0.2028 -0.044 -0.186 0.290 0.320
```
Positions in Å, forces in eV/Å.



No. 2
The following is a quantum chemistry calculation of 2 unconnected molecules or ions with the total composition C6H12N2, from the Open Molecules 2025 dataset.

Computed properties:
**HOMO (alpha / beta)**: -8.04 / -7.87 eV
**Spin multiplicity**: 1
**Lowest unoccupied orbital energy (alpha / beta)**: -0.19 / -0.06 eV

```
20
Properties=species:S:1:pos:R:3:forces:R:3:mulliken_charge:R:1
H -3.1508 -1.5756 2.5032 0.158 0.061 -0.112 0.301
C 1.5154 0.0474 -0.7768 0.219 -0.259 0.140 1.027
H 2.5579 0.9737 -2.4134 -0.009 -0.032 0.027 0.309
H 2.3630 -1.8507 -0.4524 0.010 0.038 -0.021 0.257
H 3.5761 -0.0555 -1.3822 -0.048 0.018 -0.001 0.364
H -1.1669 -0.5713 -0.3537 0.513 0.835 -0.206 0.384
H 0.6141 -1.6824 0.0898 -0.033 0.068 -0.027 0.302
C 1.4863 -1.2226 -0.3543 0.003 0.338 -0.125 -1.256
C 0.3176 2.2187 -1.1063 0.340 -0.246 0.787 -1.013
C 2.7504 0.6562 -1.3871 -0.027 -0.015 0.011 -1.298
H -1.6085 1.0639 -0.0222 0.150 -0.048 -0.188 0.179
C -2.7753 -0.8255 1.7858 -0.217 0.082 0.047 -0.807
H -3.5497 -0.7286 1.0188 0.092 -0.003 0.033 0.311
H -0.7829 -1.1365 1.8592 0.000 0.090 -0.035 0.211
N -1.5422 -1.2863 1.1936 -0.543 -0.968 0.979 -0.468
H 3.0562 1.5498 -0.8379 -0.035 -0.040 0.009 0.321
H -2.7085 0.1219 2.3414 0.121 -0.131 -0.110 0.304
H -0.4246 2.9401 -0.7609 0.147 0.083 -0.380 0.278
N -0.8794 0.4187 -0.2827 0.055 -0.252 0.042 -0.391
C 0.3518 0.9446 -0.6619 -0.895 0.381 -0.869 0.687
```
Positions in Å, forces in eV/Å.



No. 3
The following is a quantum chemistry calculation of a molecular structure, CH7N2Si, from the Open Molecules 2025 dataset.

Computed properties:
**HOMO**: -15.37 eV
**Net charge**: +1
**Spin multiplicity**: 1
**Lowest unoccupied orbital energy**: -5.18 eV

```
11
Properties=species:S:1:pos:R:3:forces:R:3:mulliken_charge:R:1
H 0.9672 1.7327 0.9672 0.873 0.432 -0.159 0.299
N 1.1444 -1.5543 -0.5922 -3.742 2.603 2.129 -0.608
H -2.4926 -0.4872 -0.6708 0.744 -0.019 0.170 -0.001
N 1.2716 0.9182 0.4362 0.926 -1.921 0.788 -0.234
H -1.2609 1.6084 -0.4436 -0.557 1.123 -0.251 -0.042
C 0.3645 0.0741 0.1867 0.078 -4.900 -2.678 0.242
H -1.9172 0.2973 1.6092 0.043 0.221 -0.393 0.007
H 0.2684 -2.2031 -0.5737 1.806 1.163 0.409 0.294
H 1.0143 -1.1840 -1.5255 0.447 0.181 -0.811 0.311
H 2.2216 0.4459 0.4467 -0.789 1.587 0.072 0.363
Si -1.5811 0.3521 0.1597 0.173 -0.468 0.725 0.368
```
Positions in Å, forces in eV/Å.



no.,strongest force on any atom (eV Å⁻¹)
1,2.0
2,1.5
3,5.6